Record 1
# C25H30AsF5N2PbS6

A structure of composition C25H30AsF5N2PbS6 (the ωB97M-V functional and the def2-TZVPD basis, OMol25).

multiplicity = 1
relative energy (zero: lowest compared OMol25 entry of this formula, charge and spin) = 26.2 kcal/mol
HOMO level = -0.280 Eh
maximum force = 0.34 eV/Å

Positions of all 70 atoms, in Å:
Pb 0.22377 0.70529 -0.52803
C 5.31056 3.64999 0.52941
C 4.85640 2.42616 0.06364
C 3.49753 2.22191 -0.12520
C 2.60469 3.25427 0.13552
C 3.05442 4.49267 0.58347
C 4.41091 4.67753 0.78612
N 1.22583 2.97553 -0.09533
N 0.43323 3.91357 0.07130
C -0.93625 3.61367 -0.15705
C -1.78766 4.70780 -0.02725
C -3.14451 4.54016 -0.24205
C -3.62440 3.28134 -0.57448
C -2.75618 2.19955 -0.69094
C -1.38570 2.33216 -0.49607
H 6.36863 3.80809 0.69216
H 5.55569 1.62930 -0.15084
H 3.13435 1.27141 -0.50125
H 2.34665 5.28540 0.77216
H 4.77255 5.63280 1.14356
H -1.36985 5.67104 0.23369
H -3.82009 5.38013 -0.15159
H -4.68440 3.13731 -0.74594
H -3.18385 1.23762 -0.94662
S 6.45836 0.94439 3.32829
C 5.04653 0.36296 2.77918
S 4.92944 -0.85527 1.53948
C 3.17866 -0.94328 1.42374
C 2.46982 -0.12090 2.40707
S 0.84667 -0.07759 2.52304
S 3.50138 0.94025 3.33944
S 2.40817 -1.76723 0.25880
C -2.24809 -4.54238 -1.14911
C -2.63834 -3.61384 -0.00820
As -2.01348 -1.77125 -0.30750
C -2.93944 -0.88112 1.19192
C -4.46013 -0.82660 1.22800
C -3.00322 -1.36678 -1.97167
C -4.47197 -1.75066 -2.08587
H -2.53519 -5.57245 -0.93195
H -1.17089 -4.52956 -1.31695
H -2.73966 -4.25749 -2.08113
H -2.19095 -3.94248 0.93194
H -3.72031 -3.59753 0.13773
H -2.52087 0.12391 1.27458
H -2.55711 -1.43114 2.05803
H -4.85041 -0.11954 0.49550
H -4.80657 -0.49685 2.20953
H -4.91483 -1.79765 1.02721
H -2.41564 -1.89655 -2.72674
H -2.84815 -0.31147 -2.20126
H -4.64072 -2.79628 -1.82269
H -4.82125 -1.61627 -3.11164
H -5.10675 -1.14521 -1.44175
F 1.70455 0.06933 -3.14339
C 0.66549 0.91861 -2.84317
F -0.43711 0.43913 -3.51951
C 1.01573 2.25502 -3.49249
F 2.15828 2.73195 -2.97453
F 1.18095 2.15474 -4.81669
F 0.05248 3.15696 -3.26801
C 2.57288 -5.79482 1.10908
S 1.20204 -4.62892 1.05841
C 1.24098 -4.01475 2.74915
H 3.43599 -5.33704 1.59222
H 2.84309 -6.02933 0.08114
H 2.31388 -6.71707 1.62737
H 0.96112 -4.77857 3.47314
H 0.53132 -3.18934 2.80047
H 2.23099 -3.62472 2.99144

***

Record 2
# C25H30CaN2OP

A structure of composition C25H30CaN2OP at a distorted geometry (the ωB97M-V functional and the def2-TZVPD basis, OMol25).

net charge = +1
multiplicity = 1
HOMO level = -0.356 Eh
maximum force = 1.35 eV/Å

Positions of all 60 atoms, in Å:
Ca -0.63590 1.05312 1.88307
C -2.63424 3.90985 0.54641
N -2.22267 2.55986 0.14586
C -1.32844 2.65911 -1.01463
C -3.40718 1.75448 -0.18803
C -3.14975 0.25375 -0.13141
N -2.68001 -0.19465 1.18522
C -2.30111 -1.61450 1.11264
C -3.72138 -0.04084 2.21095
H -3.16431 4.42714 -0.26309
H -1.75711 4.50378 0.80588
H -3.29104 3.86496 1.41489
H -1.81946 3.16351 -1.85704
H -1.01931 1.66526 -1.33863
H -0.43287 3.22651 -0.75391
H -3.77812 2.00994 -1.18929
H -4.20043 2.00838 0.51516
H -2.39427 -0.02675 -0.87020
H -4.08105 -0.26209 -0.40212
H -3.16018 -2.24577 0.85331
H -1.90765 -1.94347 2.07356
H -1.53453 -1.75864 0.35381
H -4.64658 -0.55351 1.92176
H -3.94976 1.01155 2.38447
H -3.36919 -0.47299 3.14832
O -0.18416 -1.22215 3.99891
C 0.36675 -0.75289 3.00283
C 1.53012 -1.50273 2.39430
C 2.30017 -2.33336 3.21399
C 3.40509 -2.99899 2.71752
C 3.75377 -2.85326 1.37846
C 2.99883 -2.03925 0.55365
C 1.88801 -1.35470 1.04941
P 0.95265 -0.26558 -0.10211
C 2.28473 0.88799 -0.59119
C 2.67723 1.18907 -1.89008
C 3.58629 2.21276 -2.12690
C 4.11273 2.94338 -1.07424
C 3.74357 2.63547 0.22942
C 2.83322 1.62038 0.46784
C 0.54446 -1.35537 -1.50306
C 0.08437 -0.78408 -2.69317
C -0.46591 -1.57790 -3.68667
C -0.58735 -2.94710 -3.49682
C -0.13978 -3.52174 -2.31609
C 0.41533 -2.73259 -1.32032
H 2.00907 -2.43566 4.25197
H 3.99781 -3.62943 3.36774
H 4.61843 -3.37193 0.98527
H 3.27809 -1.92681 -0.48832
H 2.29581 0.61488 -2.72436
H 3.88621 2.43598 -3.14255
H 4.81363 3.74484 -1.26506
H 4.17821 3.17901 1.05835
H 2.57500 1.36504 1.49353
H 0.14842 0.28792 -2.84136
H -0.80424 -1.12911 -4.61181
H -1.04114 -3.55797 -4.26573
H -0.21835 -4.59135 -2.17237
H 0.74948 -3.19077 -0.39796

***

Record 3
# C25H30Cl2N2ReSi2

A structure of composition C25H30Cl2N2ReSi2 (the ωB97M-V functional and the def2-TZVPD basis, OMol25).

multiplicity = 2
relative energy (zero: lowest compared OMol25 entry of this formula, charge and spin) = 0.0 kcal/mol
HOMO level (spin up / spin down) = -0.272 / -0.262 Eh
maximum force = 0.33 eV/Å

Positions of all 62 atoms, in Å:
Re 0.68886 0.21845 0.64536
C -1.03325 -2.68480 2.26402
Si 0.00980 -1.13894 2.60513
C -1.08935 -0.05597 3.72021
C 1.45710 -1.65840 3.69562
C 1.35181 -2.14838 4.99860
C 2.48759 -2.45044 5.73422
C 3.74594 -2.26795 5.16973
C 3.86103 -1.79489 3.87092
C 2.72430 -1.48597 3.12088
Si 2.73187 -0.96877 1.29684
C 2.86950 -2.63062 0.39604
C 4.35205 -0.02179 1.05868
H -1.21209 -3.22132 3.19939
H -0.52470 -3.37540 1.58607
H -2.00901 -2.43322 1.83778
H -1.29833 -0.61456 4.63780
H -2.04909 0.19200 3.26452
H -0.58822 0.86907 4.01216
H 0.37576 -2.28855 5.45368
H 2.39817 -2.82242 6.74765
H 4.63419 -2.49819 5.74558
H 4.84934 -1.66553 3.44206
H 3.67362 -3.21479 0.85157
H 3.08164 -2.53444 -0.66861
H 1.94469 -3.20145 0.52709
H 5.20078 -0.69429 1.21376
H 4.43475 0.77776 1.79873
H 4.44283 0.40555 0.06192
Cl 2.79944 -0.09082 -2.06166
C 1.19145 -0.47225 -1.32851
H 1.16131 -1.56327 -1.34238
H 0.48233 -0.10638 -2.07351
N -2.75605 -1.93503 -1.01520
C -1.44126 -1.68182 -0.82769
N -1.22876 -0.58661 -0.14383
C -2.49826 -0.08175 0.15630
C -2.89152 1.04194 0.88153
C -4.24308 1.28875 1.00482
C -5.20072 0.44123 0.42782
C -4.82961 -0.68218 -0.28095
C -3.46563 -0.92333 -0.39923
H -3.13029 -2.73586 -1.49201
H -0.67446 -2.34028 -1.19660
H -2.16989 1.68997 1.35827
H -4.57374 2.15128 1.56731
H -6.25059 0.67047 0.54939
H -5.56402 -1.34342 -0.72058
Cl 1.49507 3.70931 -3.91573
C 1.49582 3.22232 -2.24893
C 2.71310 3.25816 -1.53606
C 2.75850 2.84911 -0.23816
C 1.58057 2.42723 0.43346
C 1.55568 1.80196 1.74748
C 0.37158 2.42247 -0.29635
C 0.33831 2.82733 -1.65130
H 3.60870 3.59014 -2.04283
H 3.69602 2.84923 0.30181
H 0.67589 2.08590 2.34595
H 2.46563 1.79782 2.33435
H -0.57611 2.36317 0.23965
H -0.59556 2.84146 -2.19659

***

Record 4
# C25H30ClIrN2OS3

A structure of composition C25H30ClIrN2OS3 at a distorted geometry (the ωB97M-V functional and the def2-TZVPD basis, OMol25).

net charge = +1
multiplicity = 2
relative energy (zero: lowest compared OMol25 entry of this formula, charge and spin) = 0.0 kcal/mol
HOMO level (spin up / spin down) = -0.385 / -0.376 Eh
maximum force = 1.75 eV/Å

Positions of all 63 atoms, in Å:
Ir 0.11124 0.20602 -0.00329
C -2.34557 0.19660 1.83810
N -1.32568 1.13213 1.27689
C -2.03954 2.10009 0.37295
C -1.06133 2.88655 -0.45892
N -0.33659 1.99724 -1.40601
C 0.85213 2.71009 -1.91834
C -1.17794 1.56914 -2.53190
C -1.43075 2.44384 -3.58261
C -2.18374 2.03832 -4.67155
C -2.70087 0.75019 -4.71437
C -2.47805 -0.11706 -3.66304
C -1.71632 0.28291 -2.56368
S -1.58389 -0.79277 -1.19461
C -0.68196 1.86173 2.39618
C -1.45731 2.40055 3.41301
C -0.85684 3.07267 4.46608
C 0.52311 3.21664 4.50763
C 1.29752 2.70664 3.48428
C 0.69904 2.02973 2.42222
S 1.66858 1.45065 1.09192
H -3.18074 0.76044 2.25032
H -1.88720 -0.39993 2.62014
H -2.71898 -0.43214 1.03515
H -2.64768 2.77272 0.98122
H -2.70574 1.51530 -0.26005
H -0.31394 3.35611 0.18290
H -1.58682 3.68091 -0.99706
H 0.59708 3.71417 -2.26260
H 1.25951 2.15583 -2.75646
H 1.58906 2.79980 -1.12294
H -1.03510 3.45053 -3.56328
H -2.36240 2.72690 -5.48585
H -3.28026 0.42412 -5.56734
H -2.88887 -1.11790 -3.67849
H -2.53345 2.30292 3.40266
H -1.47140 3.48202 5.25588
H 0.99235 3.72760 5.33709
H 2.37371 2.81921 3.49642
Cl 0.56214 -1.23402 2.92723
C 0.13913 -1.48692 1.19610
H -0.84652 -1.94911 1.20459
H 0.85801 -2.21631 0.84598
C 4.53048 -5.20778 1.43824
C 3.86362 -4.08150 0.70266
C 3.13065 -4.31158 -0.45583
C 2.50061 -3.27148 -1.12709
C 2.61653 -1.99069 -0.61940
C 3.34676 -1.72285 0.53344
C 3.96511 -2.77271 1.18306
S 1.74011 -0.70817 -1.47525
C 3.11418 0.32358 -1.97829
O 1.14926 -1.29435 -2.67569
H 4.39441 -6.15559 0.92143
H 4.11964 -5.30572 2.44410
H 5.60063 -5.02383 1.53969
H 3.04373 -5.31959 -0.84090
H 1.91749 -3.44572 -2.02125
H 3.41946 -0.71951 0.93394
H 4.53006 -2.57923 2.08662
H 3.90192 -0.37157 -2.25756
H 3.43438 0.97480 -1.16519
H 2.77974 0.90115 -2.83360

***

Record 5
# C25H30ClO3PSbV

A structure of composition C25H30ClO3PSbV at a distorted geometry (the ωB97M-V functional and the def2-TZVPD basis, OMol25).

net charge = +2
multiplicity = 3
relative energy (zero: lowest compared OMol25 entry of this formula, charge and spin) = 0.0 kcal/mol
HOMO level (spin up / spin down) = -0.546 / -0.544 Eh
maximum force = 1.41 eV/Å

Positions of all 62 atoms, in Å:
V 0.23176 -0.06606 0.33545
Cl 2.50084 -0.50080 0.38962
C 3.02698 -0.58725 2.13054
C 4.38523 -0.62411 2.33309
C 4.81264 -0.68369 3.65532
C 3.89515 -0.69573 4.69757
C 2.53346 -0.65315 4.43481
C 2.06559 -0.61227 3.12154
P 0.30701 -0.49772 2.71452
C -0.37672 0.75402 3.80204
C -1.15823 0.42825 4.90671
C -1.61562 1.44235 5.73917
C -1.28832 2.76446 5.47300
C -0.50230 3.08875 4.37158
C -0.04861 2.08509 3.53322
C -0.44148 -2.09888 3.07600
C -1.81973 -2.24676 2.88570
C -2.42628 -3.46401 3.14884
C -1.66366 -4.54171 3.59126
C -0.29609 -4.40131 3.77166
C 0.31781 -3.18027 3.51519
H 5.08658 -0.59671 1.51072
H 5.87413 -0.70890 3.86293
H 4.24428 -0.73058 5.72047
H 1.82499 -0.64223 5.25481
H -1.41841 -0.60143 5.11938
H -2.22519 1.19766 6.59865
H -1.64576 3.54913 6.12704
H -0.24775 4.12018 4.16724
H 0.56342 2.34849 2.67544
H -2.42376 -1.40260 2.57127
H -3.49600 -3.57431 3.02634
H -2.14133 -5.48941 3.80402
H 0.29513 -5.23676 4.12278
H 1.38475 -3.08007 3.66601
C -3.04287 2.08012 1.29076
C -2.46198 1.50570 0.01400
C -3.46929 1.43732 -1.11458
O -1.94726 0.14043 0.29399
C -1.23992 2.29592 -0.40771
O -1.21397 3.40932 -0.79117
O -0.04932 1.54973 -0.27931
H -3.96375 1.55592 1.54837
H -3.27402 3.13360 1.12961
H -2.34714 2.00154 2.12482
H -4.37618 0.93002 -0.78037
H -3.06000 0.92846 -1.98892
H -3.73630 2.44978 -1.41477
H -2.61149 -0.49966 0.02932
C 0.02163 -4.22232 -0.02719
Sb -0.21591 -2.37397 -0.99120
C -2.06522 -2.58896 -1.97419
C 1.15293 -2.52314 -2.59805
H 0.04743 -4.99477 -0.79387
H -0.81356 -4.38514 0.65126
H 0.95245 -4.22348 0.53487
H -2.02949 -3.52017 -2.53716
H -2.21389 -1.75671 -2.65916
H -2.89042 -2.63945 -1.26477
H 0.79726 -3.27916 -3.29629
H 2.12797 -2.81955 -2.21567
H 1.23851 -1.57014 -3.11584

***

Record 6
# C25H30ClO3PSbV

A structure of composition C25H30ClO3PSbV at a distorted geometry (the ωB97M-V functional and the def2-TZVPD basis, OMol25).

net charge = +2
multiplicity = 3
relative energy (zero: lowest compared OMol25 entry of this formula, charge and spin) = 18.8 kcal/mol
HOMO level (spin up / spin down) = -0.545 / -0.542 Eh
maximum force = 1.90 eV/Å

Positions of all 62 atoms, in Å:
V 0.75959 -0.85064 -0.09968
Cl -0.85568 -2.42010 -0.21551
C -2.48410 -1.65495 -0.17424
C -3.57548 -2.47298 -0.33449
C -4.82488 -1.86433 -0.29972
C -4.94235 -0.49295 -0.11707
C -3.80961 0.29763 0.02728
C -2.54698 -0.28412 0.00439
P -1.01200 0.64937 0.21547
C -1.20565 2.22395 -0.61665
C -1.60662 3.35889 0.08568
C -1.79772 4.55289 -0.59589
C -1.58829 4.61440 -1.96628
C -1.18917 3.48307 -2.66952
C -0.99617 2.28885 -1.99574
C -0.81821 0.92387 1.98840
C -1.65935 0.31075 2.91596
C -1.43797 0.49701 4.27432
C -0.37394 1.27634 4.70374
C 0.47484 1.88086 3.78092
C 0.25960 1.70385 2.42588
H -3.47211 -3.53935 -0.48191
H -5.70966 -2.47510 -0.41942
H -5.92261 -0.03697 -0.08547
H -3.90166 1.37036 0.15073
H -1.76478 3.31606 1.15586
H -2.10930 5.43643 -0.05456
H -1.73610 5.54933 -2.49141
H -1.03082 3.53674 -3.73870
H -0.69462 1.40582 -2.54590
H -2.49415 -0.29497 2.58604
H -2.10004 0.03675 4.99574
H -0.20493 1.41899 5.76333
H 1.30120 2.49081 4.12198
H 0.91617 2.18355 1.70967
C 3.53832 -0.93660 2.86957
C 3.09178 -1.78368 1.69030
C 3.88702 -3.05324 1.53259
O 1.64673 -2.08305 1.78956
C 3.10036 -0.95856 0.41266
O 3.73950 -1.20955 -0.56198
O 2.15071 0.05127 0.43020
H 3.53367 -1.54236 3.77851
H 2.87981 -0.07937 3.00561
H 4.55770 -0.57979 2.71624
H 3.82561 -3.63744 2.45143
H 4.93320 -2.82118 1.34041
H 3.51032 -3.65414 0.70691
H 1.46720 -2.38661 2.69129
C -0.44917 -1.30097 -3.76417
Sb 1.32905 -0.91188 -2.66427
C 2.18538 0.73138 -3.65506
C 2.48144 -2.56962 -3.27002
H -0.29789 -1.02075 -4.80640
H -1.30259 -0.75466 -3.36679
H -0.64946 -2.37073 -3.71277
H 2.04458 0.56925 -4.72177
H 3.24549 0.76692 -3.41636
H 1.70151 1.65252 -3.34226
H 2.47602 -2.59414 -4.35799
H 2.03092 -3.48036 -2.88269
H 3.49633 -2.46280 -2.89600

***

Record 7
# C25H30ILaN9O3

A structure of composition C25H30ILaN9O3 at a distorted geometry (the ωB97M-V functional and the def2-TZVPD basis, OMol25).

net charge = +1
multiplicity = 1
relative energy (zero: lowest compared OMol25 entry of this formula, charge and spin) = 7.9 kcal/mol
HOMO level = -0.400 Eh
maximum force = 3.12 eV/Å

Positions of all 69 atoms, in Å:
La -0.09588 1.54172 -0.27481
C -3.30622 -2.27248 0.79191
C -2.57699 -1.05609 0.25386
N -1.55529 -0.52039 0.83489
N -1.16151 -0.98398 2.06406
C 0.02151 -0.51962 2.44826
O 0.75092 0.31751 1.75440
C 0.59322 -0.84930 3.76701
C 0.02902 -1.96769 4.44102
C 0.51194 -2.26692 5.69993
C 1.56078 -1.45449 6.25787
C 2.12084 -0.40665 5.54290
C 1.64182 -0.12059 4.27614
C -2.89597 -0.50386 -1.09542
C -3.85805 -1.13012 -1.85210
C -4.13080 -0.63305 -3.12103
C -3.45164 0.51742 -3.56546
C -2.55449 1.15685 -2.71540
N -2.23352 0.63296 -1.48800
H -3.24226 -2.43223 1.88500
H -2.95284 -3.20715 0.34447
H -4.36175 -2.25554 0.46378
H -0.82219 -2.47722 3.96809
H 0.13684 -3.07339 6.29263
H 1.95191 -1.72659 7.23001
H 2.89876 0.22780 6.03764
H 2.07133 0.67687 3.67489
H -4.49933 -1.96221 -1.48786
H -5.01103 -1.03895 -3.60174
H -3.57059 0.99823 -4.53957
H -2.15044 2.12771 -2.95833
C -0.13115 3.10137 -4.83592
O -0.59562 3.51708 -3.52221
C 0.11163 3.09580 -2.48272
O -0.42347 3.55108 -1.42402
H -0.88362 2.29762 -5.11729
H 0.94604 2.87294 -4.92083
H -0.38207 3.87649 -5.49358
I -3.00869 6.30077 3.48253
C -1.99555 4.63834 2.86833
C -1.67472 3.59889 3.72121
N -0.84767 2.71601 3.06781
N -0.60798 3.19164 1.81805
C -1.32688 4.33267 1.66169
H -1.96682 3.48608 4.79928
H -0.49593 1.83907 3.39707
H -1.32458 4.81404 0.68832
C 1.27756 -1.96500 -0.74535
N 2.33358 -2.82708 -1.20294
C 2.33419 -2.90737 -2.64116
N 2.48499 -1.56995 -3.29188
C 1.40157 -0.74442 -2.86951
N 1.33711 -0.60442 -1.31860
C 2.61909 -0.06846 -0.86458
N 3.73534 -0.86738 -1.31601
C 3.60942 -2.24862 -0.77003
C 3.71785 -0.97391 -2.81811
H 1.37832 -1.90498 0.32286
H 0.24017 -2.41210 -0.96962
H 1.41321 -3.36628 -3.03590
H 3.17167 -3.51951 -2.95667
H 0.37000 -1.05383 -3.15831
H 1.58862 0.26724 -3.20466
H 2.58217 -0.07566 0.20863
H 2.76587 0.98830 -1.19127
H 3.58601 -2.27876 0.31785
H 4.47681 -2.83249 -1.12305
H 4.53290 -1.61064 -3.12820
H 3.79252 0.00693 -3.28023

***

Question: Number 6 is which compound?
Answer: C25H30ClO3PSbV

***

Question: What is the multiplicity in the sixth record?
Answer: 3

***

Question: Among the records above, which one has the lowest maximum force?
Answer: C25H30Cl2N2ReSi2